{"formula": "C32H44BrCrN3P2", "method": "wB97M-V/def2-TZVPD", "s2": 6.47, "e_tot_ha": -5710.53926, "total_charge": 2, "spin_multiplicity": 5, "homo_ev": [-13.46, -13.53], "species": ["C", "C", "C", "C", "N", "C", "C", "C", "C", "C", "C", "C", "C", "C", "Cr", "P", "H", "H", "H", "H", "H", "H", "H", "H", "C", "C", "H", "H", "H", "H", "H", "C", "C", "H", "H", "H", "H", "H", "C", "C", "H", "H", "H", "H", "H", "Br", "P", "C", "C", "H", "H", "H", "H", "H", "C", "C", "H", "H", "H", "H", "H", "C", "C", "H", "H", "H", "H", "H", "N", "C", "N", "C", "C", "C", "C", "C", "C", "H", "H", "H", "H", "H", "H"], "coordinates": [[3.4510, 5.3149, -1.0756], [2.2698, 4.7338, -1.5777], [2.2167, 4.3497, -2.9371], [3.3200, 4.6487, -3.7499], [4.4137, 5.2380, -3.2754], [4.4882, 5.5557, -1.9871], [1.1028, 4.4382, -0.8138], [0.0087, 4.0462, -0.4164], [-1.1287, 3.4610, 0.1797], [-0.9345, 2.9576, 1.4745], [-1.8256, 1.9482, 1.9355], [-2.6486, 1.3826, 0.9064], [-3.0623, 2.0614, -0.2253], [-2.3145, 3.1964, -0.5580], [-1.7493, -0.2867, 1.3726], [0.8245, -0.3666, 0.2243], [1.3561, 3.8128, -3.3439], [3.6003, 5.5311, -0.0202], [3.2884, 4.4125, -4.8125], [5.4050, 6.0425, -1.6759], [-2.5319, 3.7383, -1.4939], [-0.0605, 3.3325, 2.0331], [-3.9239, 1.7575, -0.8318], [-2.0005, 1.8315, 3.0087], [1.7119, -2.0261, 0.2446], [2.9873, -2.2703, -0.5612], [0.9424, -2.7570, -0.0475], [1.9147, -2.2191, 1.3084], [3.3042, -3.3062, -0.3796], [2.8379, -2.1783, -1.6452], [3.8347, -1.6482, -0.2430], [1.0793, 0.2662, -1.5161], [2.4737, 0.6533, -2.0089], [0.4173, 1.1468, -1.5472], [0.6364, -0.4916, -2.1832], [2.4085, 0.8963, -3.0795], [2.8499, 1.5596, -1.5122], [3.2124, -0.1586, -1.9213], [1.9883, 0.7204, 1.1534], [3.4925, 0.4290, 1.1264], [1.6292, 0.6897, 2.1919], [1.7937, 1.7399, 0.7877], [4.0051, 1.1529, 1.7733], [3.7425, -0.5663, 1.5155], [3.9353, 0.5712, 0.1311], [-3.4731, -1.9494, 2.0576], [-1.6848, -1.9979, -1.3805], [-0.6123, -2.7459, -2.6920], [-1.1112, -4.0250, -3.3636], [0.3482, -2.9511, -2.1908], [-0.4047, -1.9780, -3.4517], [-0.3369, -4.3890, -4.0511], [-1.2883, -4.8271, -2.6367], [-2.0145, -3.8659, -3.9682], [-2.7082, -3.4406, -0.8134], [-4.0962, -3.5891, -1.4179], [-2.8245, -3.2718, 0.2795], [-2.1288, -4.3714, -0.9067], [-4.7094, -4.2016, -0.7452], [-4.6190, -2.6278, -1.5152], [-4.0752, -4.1138, -2.3854], [-2.7969, -0.8400, -2.3052], [-3.2501, -1.2715, -3.6974], [-2.2307, 0.1037, -2.3755], [-3.6553, -0.6104, -1.6544], [-3.8258, -0.4567, -4.1533], [-2.4074, -1.4639, -4.3720], [-3.9118, -2.1472, -3.6738], [-0.4843, -2.8055, 4.2343], [-0.5689, -2.4078, 2.9609], [-0.5390, -1.0659, 2.8854], [-0.3026, -0.5774, 4.1778], [-0.3079, 0.7374, 4.6621], [-0.4196, 0.9106, 6.0428], [-0.5010, -0.1935, 6.9043], [-0.4331, -1.5068, 6.4151], [-0.3390, -1.6678, 5.0489], [-0.5502, -3.7643, 4.5686], [-0.7687, -3.0812, 2.1382], [-0.2316, 1.5738, 3.9613], [-0.4763, 1.9261, 6.4426], [-0.5759, -0.0065, 7.9740], [-0.4468, -2.3810, 7.0687]], "forces_ev_per_angstrom": [[-0.08, -0.24, -0.47], [0.63, -0.15, -0.54], [0.63, 0.32, -0.03], [-0.61, -0.14, 0.70], [0.12, 0.10, -0.33], [-0.64, -0.21, 0.14], [-2.04, -0.93, 0.61], [2.09, 1.56, -0.69], [0.11, -0.45, 0.08], [-0.47, -0.56, 0.08], [0.18, 1.16, -1.41], [-0.86, 0.20, 1.26], [0.17, 1.14, -0.08], [0.08, -0.61, -0.55], [0.85, -0.86, 0.59], [1.49, -0.24, -1.25], [0.19, 0.39, 0.18], [-0.27, 0.13, -0.24], [0.16, 0.02, 0.19], [-0.02, -0.09, 0.11], [0.29, -0.26, 0.61], [-0.75, -0.19, -0.03], [0.51, -0.06, 0.23], [0.19, -0.67, -0.37], [-0.86, 0.07, 0.52], [0.32, -0.25, -0.17], [0.23, 0.01, 0.10], [-0.10, 0.03, -0.16], [-0.15, 0.16, -0.04], [0.03, 0.06, 0.33], [-0.46, -0.15, -0.30], [-0.80, -0.18, 0.27], [0.33, 0.08, -0.21], [0.10, -0.13, -0.20], [0.10, 0.27, 0.13], [-0.04, -0.02, 0.27], [-0.11, -0.34, -0.09], [-0.36, 0.50, 0.05], [-0.59, 0.40, 0.70], [0.34, 0.10, -0.05], [0.15, 0.11, -0.10], [-0.03, -0.16, 0.07], [-0.26, -0.12, -0.02], [-0.11, 0.30, -0.14], [-0.21, -0.26, 0.37], [-0.11, 1.01, -0.08], [-1.51, -1.54, -2.06], [1.01, 0.47, 0.30], [-0.28, -0.35, -0.12], [-0.14, 0.00, -0.27], [-0.05, -0.07, 0.31], [-0.08, 0.19, 0.19], [0.00, 0.21, -0.33], [0.20, -0.03, 0.33], [0.51, 0.03, 1.59], [-0.50, -0.05, -0.38], [0.05, -0.25, -0.84], [0.03, 0.48, -0.10], [0.23, 0.12, -0.05], [0.12, -0.34, -0.03], [0.02, 0.37, 0.25], [0.25, 0.91, 0.79], [-0.12, -0.35, -0.40], [-0.10, -0.20, -0.01], [0.25, -0.17, -0.10], [0.13, -0.06, 0.22], [-0.20, -0.03, 0.19], [0.33, 0.23, -0.01], [0.40, -0.10, 0.36], [-0.21, 1.23, 1.04], [0.81, -0.98, -0.69], [-0.95, -0.24, -0.09], [0.12, -0.09, 0.15], [0.02, 0.13, -0.68], [0.31, -0.60, -0.11], [0.15, 0.33, 0.94], [-0.29, -0.10, -0.53], [0.05, 0.38, -0.19], [0.16, 0.10, 0.16], [0.00, -0.26, 0.50], [0.11, -0.41, -0.05], [-0.04, -0.19, -0.25], [-0.11, 0.40, -0.04]], "mulliken_charge": [-0.479, 0.471, -0.214, -0.482, -0.545, -0.369, -0.014, -0.328, 0.447, -0.647, -0.766, 0.208, -0.589, -0.665, 0.297, 1.186, 0.475, 0.450, 0.389, 0.390, 0.455, 0.560, 0.609, 1.148, -0.552, -1.768, 0.476, 0.583, 0.455, 0.332, 0.360, 0.558, -1.422, 0.181, -0.249, 0.477, 0.155, 0.206, 0.124, -1.599, 0.179, 0.073, 0.466, 0.363, 0.282, -0.606, 1.306, -0.688, -1.345, 0.259, 0.552, 0.440, 0.309, 0.275, -0.361, -1.517, 0.002, 0.565, 0.464, 0.263, 0.285, -0.705, -1.419, 0.439, 0.501, 0.437, 0.322, 0.246, 0.028, -1.000, 0.609, 0.396, -0.476, -0.926, -0.584, -0.884, 0.562, 0.282, 0.521, 0.553, 0.422, 0.400, 0.411]}


{"formula": "C32H44Cl5N5O8PSW", "method": "wB97M-V/def2-TZVPD", "e_tot_ha": -5229.06184, "total_charge": 1, "homo_ev": -10.81, "relative_energy_ev": 0.444, "species": ["W", "O", "C", "O", "C", "C", "C", "C", "C", "O", "C", "C", "O", "O", "H", "H", "H", "H", "H", "H", "H", "H", "Cl", "C", "C", "Cl", "C", "Cl", "C", "O", "C", "O", "C", "Cl", "Cl", "C", "C", "C", "C", "C", "C", "C", "H", "H", "H", "H", "H", "H", "C", "N", "C", "P", "O", "N", "C", "C", "N", "C", "C", "H", "H", "H", "H", "H", "H", "H", "H", "H", "H", "H", "H", "H", "H", "H", "H", "H", "H", "C", "C", "N", "C", "S", "N", "C", "C", "H", "H", "H", "H", "H", "H", "H", "H", "H", "H", "H", "H"], "coordinates": [[-0.3038, 0.1460, 0.6659], [-4.3193, -0.5481, -0.5118], [-3.3527, -0.7972, 0.1680], [-2.3567, 0.0584, 0.3252], [-3.2014, -2.0808, 0.9363], [-2.6086, -1.7696, 2.3239], [-2.8209, -2.9546, 3.2535], [-1.8473, -3.9910, 2.6376], [-1.1825, -3.1882, 1.5228], [-1.1829, -1.8287, 2.0557], [-2.1115, -3.0187, 0.3189], [-1.3274, -2.3965, -0.8188], [-1.3768, -2.7709, -1.9541], [-0.4940, -1.4030, -0.4569], [-4.1673, -2.5734, 0.9940], [-2.8657, -0.7980, 2.7266], [-2.5448, -2.6955, 4.2739], [-3.8604, -3.2779, 3.2469], [-1.1022, -4.3192, 3.3602], [-2.3498, -4.8722, 2.2395], [-0.1821, -3.5118, 1.2731], [-2.5250, -3.9498, -0.0560], [0.1211, 2.8838, 6.8350], [0.3800, 2.5772, 5.1675], [1.4550, 3.1766, 4.4920], [2.5071, 4.2355, 5.3338], [1.6874, 2.9098, 3.1425], [3.0014, 3.6029, 2.2805], [0.8289, 2.0489, 2.4762], [0.9166, 1.6819, 1.2066], [-0.2439, 1.4840, 3.1465], [-0.9887, 0.6986, 2.3392], [-0.4830, 1.7250, 4.4835], [-1.8306, 0.9700, 5.2383], [2.7760, -6.6459, 0.8333], [2.4415, -4.9609, 1.0485], [2.2408, -4.4529, 2.3204], [1.9300, -3.1095, 2.4745], [1.8210, -2.2568, 1.3793], [1.4644, -0.8173, 1.5841], [2.0817, -2.7841, 0.1182], [2.3770, -4.1251, -0.0584], [2.3227, -5.1034, 3.1813], [1.7522, -2.7200, 3.4717], [2.2931, -0.2111, 1.2256], [1.3905, -0.6340, 2.6598], [2.0300, -2.1325, -0.7392], [2.5566, -4.5327, -1.0452], [-4.0460, 2.1951, -2.7216], [-2.7590, 1.7260, -2.2106], [-2.3144, 0.4578, -2.7860], [-2.0196, 2.4772, -0.9779], [-0.7488, 1.6911, -0.5780], [-2.9809, 2.8557, 0.2752], [-2.4072, 3.6460, 1.3643], [-4.3797, 2.4950, 0.4318], [-1.4261, 3.9538, -1.4307], [-2.3571, 5.0487, -1.6893], [-0.2437, 4.0012, -2.2905], [-4.8369, 1.4884, -2.4606], [-3.9964, 2.2812, -3.8087], [-4.2947, 3.1732, -2.3116], [-3.0781, -0.3095, -2.6548], [-1.3872, 0.1247, -2.3352], [-2.1386, 0.5979, -3.8553], [-1.3347, 3.7653, 1.2292], [-2.5889, 3.1380, 2.3148], [-2.8599, 4.6406, 1.4130], [-4.6595, 1.7315, -0.2867], [-5.0253, 3.3702, 0.3099], [-4.5392, 2.0863, 1.4324], [-3.2272, 4.9722, -1.0387], [-2.6948, 5.0604, -2.7317], [-1.8587, 5.9971, -1.4840], [0.4355, 3.1888, -2.0469], [0.2732, 4.9474, -2.1230], [-0.5126, 3.9349, -3.3516], [3.7692, -2.0180, -4.8232], [3.6582, -2.2181, -3.3170], [2.6821, -1.3195, -2.6942], [2.8259, -0.1356, -2.1034], [1.3966, 0.6649, -1.5026], [3.9626, 0.5388, -1.9770], [5.2931, 0.3738, -2.5745], [6.2959, -0.2069, -1.5866], [4.5329, -2.6816, -5.2301], [4.0339, -0.9898, -5.0722], [2.8227, -2.2484, -5.3130], [4.6177, -2.1006, -2.8238], [3.3207, -3.2326, -3.1067], [1.7130, -1.5791, -2.8123], [3.8443, 1.3649, -1.4086], [5.6149, 1.3653, -2.8913], [5.2243, -0.2333, -3.4680], [6.3824, 0.4333, -0.7080], [7.2795, -0.2803, -2.0510], [5.9914, -1.2004, -1.2533]], "forces_ev_per_angstrom": [[-1.47, -0.04, -0.93], [0.02, 0.07, -0.03], [0.05, -0.09, 0.08], [0.30, 0.05, 0.27], [0.10, 0.12, 0.02], [-0.12, -0.20, 0.04], [0.06, -0.01, -0.07], [-0.04, 0.04, 0.04], [-0.07, -0.08, -0.05], [0.39, -0.05, 0.04], [0.06, 0.13, 0.10], [-0.17, -0.10, 0.07], [0.06, 0.04, -0.11], [0.58, 0.05, -0.24], [-0.03, -0.02, -0.04], [0.03, 0.07, 0.01], [0.01, -0.01, 0.00], [0.01, -0.02, 0.03], [-0.01, -0.02, -0.01], [0.02, 0.00, 0.02], [0.05, 0.09, 0.00], [-0.05, -0.05, 0.05], [0.00, 0.02, 0.00], [0.01, 0.03, -0.04], [-0.02, -0.06, -0.05], [0.00, 0.00, 0.01], [0.12, 0.12, 0.10], [-0.02, -0.02, 0.00], [0.05, -0.09, -0.04], [-0.13, -0.32, 0.28], [0.11, 0.21, 0.02], [0.35, -0.09, 0.25], [-0.21, -0.03, 0.14], [0.01, 0.01, -0.01], [0.03, -0.01, 0.00], [-0.03, 0.05, -0.05], [0.00, -0.01, 0.08], [-0.02, 0.01, 0.12], [-0.13, -0.03, 0.16], [0.26, -0.12, -0.32], [-0.03, 0.03, 0.00], [0.04, -0.05, 0.02], [-0.02, 0.00, -0.03], [0.01, -0.03, -0.03], [-0.01, 0.18, -0.05], [-0.24, 0.23, 0.01], [-0.09, -0.10, 0.12], [-0.02, 0.00, 0.02], [0.11, 0.03, -0.08], [-0.25, -0.28, 0.23], [-0.09, 0.00, -0.10], [0.37, 0.59, -0.01], [-0.05, -0.28, -0.19], [-0.09, 0.06, -0.09], [-0.13, 0.03, 0.00], [0.00, -0.16, 0.05], [0.19, -0.11, -0.03], [0.03, -0.01, 0.07], [-0.04, 0.02, 0.00], [0.01, 0.00, -0.01], [0.01, 0.03, 0.00], [-0.02, -0.03, -0.01], [0.00, 0.01, 0.05], [0.05, 0.01, 0.02], [0.00, 0.00, 0.00], [0.03, 0.00, -0.01], [-0.01, -0.02, -0.01], [0.00, -0.01, -0.01], [0.00, -0.01, 0.07], [0.02, 0.02, 0.02], [0.00, -0.02, -0.01], [0.02, 0.02, -0.01], [0.01, -0.01, 0.01], [0.00, 0.01, 0.00], [0.00, 0.03, 0.02], [0.00, 0.00, -0.02], [-0.01, 0.01, 0.02], [-0.02, -0.01, 0.06], [0.00, 0.07, -0.07], [0.10, 0.18, -0.35], [-0.08, -0.35, 0.22], [0.11, 0.36, 0.01], [0.05, -0.02, -0.03], [0.07, -0.09, 0.17], [-0.06, 0.01, -0.02], [-0.03, 0.01, 0.00], [0.00, -0.01, -0.01], [0.02, 0.01, 0.00], [0.03, -0.01, 0.08], [0.00, -0.01, 0.05], [-0.05, 0.01, 0.04], [-0.04, 0.02, 0.00], [-0.03, 0.02, -0.02], [-0.06, -0.01, -0.09], [0.01, -0.03, 0.00], [-0.02, -0.01, 0.01], [0.03, 0.01, 0.01]], "mulliken_charge": [0.837, -0.642, -0.569, 0.527, -0.011, -0.624, -0.962, -0.785, 0.257, -0.167, -0.051, -0.404, -0.642, -0.744, 0.679, 0.671, 0.363, 0.378, 0.333, 0.399, -0.113, 0.673, -0.179, 0.509, 0.469, -0.176, 0.193, -0.196, -0.314, -0.481, -0.510, 0.433, 0.331, -0.196, -0.214, 0.119, -0.889, -0.191, -0.031, -1.583, 1.092, -1.071, 0.474, 0.439, 0.738, 0.672, 0.022, 0.386, -1.031, 0.498, -0.697, -0.445, 0.406, 1.321, -1.251, -1.133, 0.375, -1.052, -1.058, 0.296, 0.332, 0.311, 0.301, -0.156, 0.459, 0.309, 0.283, 0.410, 0.396, 0.225, 0.299, 0.324, 0.312, 0.349, 0.087, 0.389, 0.279, -1.348, -0.493, -0.020, 0.744, -0.309, -0.057, -0.416, -1.038, 0.398, 0.289, 0.382, 0.308, 0.277, 0.202, 0.280, 0.455, 0.016, 0.357, 0.366, 0.223]}